No. 1
Molecular formula: C13H18O2
Method: DFT, wB97M-V/def2-TZVPD

```
33
Properties=species:S:1:pos:R:3:forces:R:3
C -1.798 -4.123 -1.322 1.34 3.15 -3.16
C -2.812 -3.194 -0.684 -0.79 1.37 0.94
C -2.366 -1.817 0.048 0.53 -2.26 0.16
C -0.430 -0.366 -0.195 -2.37 -1.46 0.09
C -0.655 0.147 1.040 2.39 3.40 1.01
C 0.152 1.277 1.341 1.69 -0.89 -0.67
C 1.268 1.787 0.508 -3.66 -2.95 2.01
C 1.952 2.968 0.882 1.61 -0.40 0.45
C 2.092 3.628 2.036 1.24 0.58 -0.89
C 1.871 3.510 3.488 -3.99 2.92 -1.45
C 1.533 0.969 -0.581 0.55 1.61 0.45
C 0.679 -0.027 -0.887 0.62 -1.91 -4.58
C 0.952 -0.231 -3.369 0.57 -1.70 -1.66
H -2.157 -4.428 -2.345 0.41 0.14 1.01
H -1.625 -4.973 -0.754 0.47 -1.53 1.10
H -0.797 -3.535 -1.520 -1.80 -1.27 0.45
H -3.726 -2.923 -1.241 0.92 -0.01 -0.90
H -3.325 -3.814 0.026 -0.11 -0.05 1.25
H -3.379 -1.285 0.084 1.91 0.13 0.37
H -1.893 -2.084 1.097 -1.20 0.72 -1.99
H -1.322 -0.207 1.783 -0.69 -0.21 0.17
H 0.178 1.565 2.369 -0.49 0.77 0.40
H 2.757 3.196 0.192 -0.54 0.92 -0.69
H 2.575 4.565 1.828 0.89 0.22 0.00
H 1.759 4.623 3.734 -0.38 -1.53 0.45
H 0.945 2.976 3.686 0.09 -0.01 0.62
H 2.646 3.215 4.076 2.46 -1.37 1.25
H 2.372 1.145 -1.219 0.42 0.16 -0.39
H 1.798 0.475 -3.516 -0.71 0.03 0.27
H 1.252 -1.168 -4.007 -0.76 1.90 0.68
H -0.047 0.142 -3.691 0.81 0.09 0.04
O -1.327 -1.194 -0.775 -1.43 -1.20 0.12
O 0.882 -0.818 -2.112 0.00 0.62 3.12
```
Positions in Å, forces in eV/Å.

Values from the calculation:
- Structure (SMILES): C/C=C\c1ccc(OCCC)c(OC)c1
- Energy relative to the best compared isomer or geometry (same formula, charge and spin): 108.22 kcal/mol
- Multiplicity: 1


No. 2
Molecular formula: C13H18Si
Method: DFT, wB97M-V/def2-TZVPD

```
32
Properties=species:S:1:pos:R:3:forces:R:3
C 1.039 -2.135 2.077 -0.18 0.19 -0.20
C 0.460 -1.415 1.302 -0.30 0.34 -0.41
C 2.656 2.744 -1.666 0.03 0.02 -0.05
C 2.427 2.679 -0.302 0.09 0.12 0.09
C 1.973 1.891 -2.516 0.09 0.08 -0.15
C 1.518 1.768 0.203 -0.05 -0.02 0.10
C 1.065 0.982 -2.002 -0.14 -0.13 -0.02
C 0.820 0.904 -0.635 -0.37 -0.39 0.18
C 1.732 -2.999 3.006 0.10 -0.13 0.14
C -2.549 1.637 0.209 0.08 -0.04 0.01
C -2.241 -2.382 -0.687 0.03 0.01 0.04
C -1.750 0.674 1.082 0.35 -0.30 -0.34
C -1.223 -1.397 -1.249 0.23 0.34 0.37
Si -0.430 -0.312 0.107 -0.22 0.03 0.04
H 3.365 3.456 -2.065 0.05 0.04 -0.02
H 2.958 3.342 0.367 0.03 0.04 0.05
H 2.149 1.936 -3.582 0.01 0.00 -0.06
H 1.347 1.719 1.269 0.03 0.04 0.18
H 0.540 0.321 -2.675 -0.05 -0.07 -0.12
H 2.076 -3.897 2.494 0.05 -0.04 0.09
H 2.594 -2.479 3.424 0.03 -0.08 0.06
H 1.064 -3.287 3.817 0.07 -0.06 0.05
H -1.887 2.352 -0.277 -0.01 0.10 -0.11
H -3.094 1.097 -0.564 -0.10 0.02 -0.14
H -3.271 2.193 0.805 -0.06 0.06 -0.04
H -1.771 -3.033 0.047 -0.04 -0.12 0.11
H -3.057 -1.856 -0.198 -0.16 -0.02 0.09
H -2.661 -3.003 -1.477 -0.06 -0.06 0.01
H -2.435 -0.015 1.578 0.06 -0.17 0.08
H -1.260 1.240 1.875 0.16 -0.07 0.09
H -1.712 -0.771 -1.997 0.07 0.18 -0.06
H -0.444 -1.955 -1.769 0.17 0.08 -0.04
```
Positions in Å, forces in eV/Å.

Values from the calculation:
- Structure (SMILES): CC#C[Si](CC)(CC)c1ccccc1
- Energy relative to the best compared isomer or geometry (same formula, charge and spin): 0.00 kcal/mol
- Multiplicity: 1


No. 3
Molecular formula: C13H19BN2O12Tl
Method: DFT, wB97M-V/def2-TZVPD

```
48
Properties=species:S:1:pos:R:3:forces:R:3
Tl -3.212 12.389 12.035 -0.28 0.57 -0.36
N -0.801 10.606 14.064 0.21 -2.68 -0.02
O -1.780 10.325 13.392 -1.96 -1.47 -0.93
O -0.536 11.743 14.075 1.64 4.53 0.67
O -0.169 9.749 14.620 0.23 -0.53 0.44
O -1.806 21.105 12.111 -0.63 -1.49 1.84
C -2.266 20.181 12.742 0.37 2.53 -4.20
O -3.171 19.359 12.360 -0.63 -0.96 0.47
B -3.324 18.235 13.328 -1.96 -0.93 0.48
O -2.336 18.542 14.380 0.24 0.33 -0.19
C -1.761 19.650 14.113 3.13 1.49 4.08
O -0.952 20.304 14.758 -1.86 -1.60 -1.53
O -4.699 18.154 13.947 1.32 2.42 0.05
C -5.277 17.032 13.738 -3.49 -2.16 0.92
O -6.391 16.648 14.138 3.57 0.96 -1.28
C -4.270 16.194 12.941 0.59 -1.86 -1.10
O -3.117 16.912 12.790 -1.27 -0.96 -0.27
O -4.456 15.048 12.539 0.87 1.83 0.71
C -5.383 9.796 14.445 0.28 0.34 -0.87
C -5.076 10.633 15.693 -0.77 -2.50 -0.42
C -4.089 9.780 16.572 -0.87 1.21 -1.31
C -3.629 10.630 17.672 2.15 0.23 0.35
C -3.033 11.977 17.222 -0.27 -1.02 1.06
C -3.949 12.858 16.364 2.16 0.22 0.24
N -4.495 11.929 15.295 -2.18 1.10 1.63
O -5.185 12.596 14.272 2.00 -0.96 0.68
C -5.063 13.570 17.221 0.17 -0.17 -0.83
C -2.996 13.895 15.682 -0.93 0.60 -0.05
C -6.521 10.881 16.354 0.47 -0.07 -0.57
H -4.519 9.609 13.807 0.41 0.35 0.06
H -6.119 10.314 13.830 -0.26 -0.48 0.00
H -5.670 8.780 14.715 -0.50 0.31 0.24
H -4.468 8.870 17.038 -0.74 -0.02 -0.75
H -3.304 9.498 15.870 0.31 -0.11 0.19
H -2.718 10.119 17.982 -0.24 -0.14 1.10
H -4.378 10.647 18.463 0.26 0.40 0.13
H -2.061 11.791 16.765 -0.17 -0.16 -0.79
H -2.664 12.395 18.158 -0.63 1.03 -0.08
H -5.634 12.970 17.930 0.02 -0.48 -0.55
H -4.603 14.303 17.883 0.45 0.16 -0.46
H -5.700 14.086 16.502 -0.32 0.21 0.36
H -2.362 14.343 16.448 0.04 -0.27 0.06
H -2.357 13.498 14.894 0.07 -0.46 0.23
H -3.510 14.739 15.221 -0.38 -0.12 0.07
H -7.196 10.116 15.969 0.24 -0.07 -0.11
H -6.887 11.825 15.951 -0.37 0.05 0.62
H -6.569 10.793 17.440 0.37 0.51 -0.09
H -6.054 12.792 14.630 -0.89 0.30 0.05
```
Positions in Å, forces in eV/Å.

Values from the calculation:
- Total charge: +2
- Multiplicity: 2
- Electronic energy: -1715.68947 Ha


No. 4
Molecular formula: C13H19CdF3O8
Method: DFT, wB97M-V/def2-TZVPD

```
44
Properties=species:S:1:pos:R:3:forces:R:3
C 0.843 -0.575 3.900 -0.25 0.20 -0.12
C -0.609 -0.149 3.670 1.24 -0.24 0.65
O -0.659 0.795 2.577 -0.67 0.20 0.19
C -1.659 0.737 1.743 1.58 -0.96 -0.45
C -1.406 1.448 0.384 -0.83 0.89 0.05
O -1.020 0.614 -0.626 -0.18 -0.30 0.64
C 0.205 -0.098 -0.522 1.33 -0.81 -0.60
C 0.112 -1.468 0.201 -0.91 1.02 -0.05
C -1.159 -2.292 0.220 0.00 -2.46 0.39
O -1.115 -3.390 0.724 -0.21 1.58 -0.13
O -2.332 -1.829 -0.339 1.01 1.30 0.03
C 0.697 -0.310 -1.958 -0.55 0.01 0.06
C -0.043 -1.392 -2.757 0.40 0.50 -0.97
O -0.135 -0.956 -4.098 -0.15 0.00 0.40
C 0.651 -2.780 -2.720 -0.31 -0.19 -0.57
F 1.877 -2.718 -2.179 0.22 -0.07 0.21
F -0.070 -3.652 -2.002 -0.04 -0.05 0.30
F 0.782 -3.280 -3.943 0.06 0.01 0.15
O 1.163 0.606 0.246 -0.53 0.59 -0.20
C 1.888 1.632 -0.381 2.36 -0.10 -0.58
O 3.091 1.540 -0.391 -1.71 -0.04 0.38
C 1.195 2.821 -1.008 0.20 -0.31 0.78
C 2.162 3.705 -1.784 -0.35 0.42 -0.74
O 1.759 4.307 -2.741 0.08 -0.15 0.17
H 1.432 -0.459 3.003 0.13 -0.13 -0.37
H 0.845 -1.609 4.208 0.12 -0.33 0.10
H 1.313 0.026 4.660 0.10 0.18 0.28
H -1.252 -1.004 3.509 -0.34 -0.04 -0.41
H -0.910 0.408 4.552 -0.45 0.20 0.09
H -2.526 1.489 2.291 -1.15 0.37 -0.13
H -2.099 -0.252 1.651 -0.35 -0.14 0.06
H -0.755 2.291 0.591 0.41 -0.05 0.08
H -2.359 1.866 0.074 -0.26 0.07 -0.23
H 0.914 -2.089 -0.159 0.27 -0.29 -0.13
H 0.356 -1.284 1.239 0.03 -0.08 0.38
H -3.023 -1.870 0.319 -0.56 -0.94 0.04
H 1.766 -0.488 -1.965 0.22 -0.16 0.28
H 0.531 0.596 -2.519 -0.13 0.36 -0.12
H -1.073 -1.494 -2.452 -0.26 -0.22 0.30
H 0.756 -0.762 -4.397 0.20 0.02 -0.47
H 0.342 2.569 -1.617 -0.18 -0.12 -0.34
H 0.812 3.439 -0.196 -0.01 0.20 0.24
H 3.195 3.806 -1.436 0.09 -0.15 0.21
Cd -4.484 1.507 2.425 0.36 0.21 0.14
```
Positions in Å, forces in eV/Å.

Values from the calculation:
- Total charge: +2
- Multiplicity: 1
- Electronic energy: -1575.15164 Ha


No. 5
Molecular formula: C13H19Cl3InN3O11P
Method: DFT, wB97M-V/def2-TZVPD

```
51
Properties=species:S:1:pos:R:3:forces:R:3
In -0.526 0.885 2.207 0.27 -1.27 -0.03
O 2.483 1.476 4.664 0.10 -1.43 0.27
Cl 1.686 0.354 4.254 -3.16 2.70 -0.92
O 1.876 -0.878 4.920 0.28 0.47 0.21
O 0.181 0.845 4.370 1.96 -0.82 0.01
O 1.761 0.201 2.794 0.44 -0.40 -0.29
C 2.356 -2.028 -2.335 1.15 0.63 -0.62
C 2.240 -1.798 -0.858 -1.51 -0.11 1.62
C 2.794 -0.471 -0.343 0.80 0.17 -1.83
C 2.720 -3.020 -0.088 0.63 0.35 0.34
O 0.792 -1.851 -0.423 0.41 0.10 -0.91
P -0.268 -0.716 -0.644 -1.89 0.59 0.83
O -1.675 -1.190 -0.465 1.45 0.08 0.23
O 0.143 0.521 0.249 -0.58 -0.32 0.88
O -0.005 -0.185 -2.112 1.54 -0.76 1.38
C -0.915 0.545 -2.895 -0.55 -0.58 -0.50
C -2.028 1.228 -2.083 1.89 0.98 -0.81
C -1.397 -0.542 -3.860 -0.91 0.84 -0.10
C -0.050 1.542 -3.592 1.26 0.77 0.00
H 3.388 -2.395 -2.524 -0.46 0.39 -0.04
H 2.149 -1.139 -2.960 0.14 -0.41 0.44
H 1.706 -2.819 -2.632 -0.63 -0.58 -0.19
H 3.881 -0.502 -0.519 -0.13 0.07 0.28
H 2.572 -0.260 0.687 -0.03 -0.18 0.30
H 2.419 0.364 -0.982 0.13 -0.60 0.57
H 3.794 -3.159 -0.145 0.30 0.22 0.01
H 2.286 -3.939 -0.437 -0.46 -0.25 -0.41
H 2.420 -2.907 0.948 0.13 0.04 0.23
H -2.524 0.526 -1.466 -0.76 -0.50 0.49
H -2.650 1.703 -2.825 -0.58 0.21 0.00
H -1.528 2.016 -1.474 -0.56 -0.47 -0.21
H -2.044 -1.208 -3.310 -0.04 -0.48 0.14
H -0.556 -1.050 -4.291 0.50 -0.40 0.07
H -1.962 -0.162 -4.700 -0.36 0.40 -0.23
H 0.486 2.197 -2.842 -0.66 -0.60 -0.78
H -0.677 2.143 -4.239 0.09 0.34 -0.28
H 0.732 1.016 -4.193 -0.59 0.43 0.35
O -1.594 -0.786 3.005 -1.27 0.56 -0.63
N -2.863 -0.902 2.561 0.19 -1.63 0.15
C -3.413 -2.061 2.919 1.20 1.80 -0.26
C -4.669 -2.525 2.431 -0.95 0.99 -0.65
N -5.703 -2.776 1.984 0.57 -0.18 0.35
C -2.728 -2.933 3.794 0.67 -1.10 0.46
N -2.228 -3.726 4.463 -0.08 0.25 0.00
Cl -0.142 4.494 -0.271 -0.14 -0.45 1.36
C -0.055 4.677 1.562 1.44 -0.95 -0.75
Cl 1.653 4.262 2.159 -1.28 -0.11 -0.43
C -1.094 3.934 2.438 -2.68 0.00 1.22
O -1.673 4.585 3.322 1.85 -1.11 -2.07
O -1.471 2.681 2.137 1.32 1.57 0.11
H -0.081 5.732 1.641 -0.46 0.73 0.64
```
Positions in Å, forces in eV/Å.

Values from the calculation:
- Total charge: -1
- Energy relative to the best compared isomer or geometry (same formula, charge and spin): 0.00 kcal/mol
- Multiplicity: 1


No. 6
Molecular formula: C13H19ClORuSi
Method: DFT, wB97M-V/def2-TZVPD

```
36
Properties=species:S:1:pos:R:3:forces:R:3
C -1.160 1.797 0.998 0.03 2.06 -1.09
C -1.670 1.667 -0.369 0.35 -0.21 1.32
C -0.583 1.905 -1.257 0.07 -0.02 -0.46
H -2.704 1.489 -0.635 0.22 -0.08 0.02
C 0.591 2.172 -0.497 0.00 0.80 0.08
C 0.217 2.259 0.888 -1.32 -1.12 -0.77
H 0.871 2.536 1.703 -0.03 -0.36 -0.09
H -1.735 1.670 1.910 0.16 0.13 -0.22
H -0.662 2.001 -2.352 0.11 -0.47 0.77
H 1.589 2.408 -0.911 -0.85 -0.25 0.40
Ru -0.172 0.024 0.216 2.00 -0.41 1.52
Cl -0.471 -2.220 0.476 -0.43 0.12 -0.60
C -1.058 -2.761 -4.925 2.37 1.27 -1.19
C -0.196 -1.820 -5.576 -1.05 -2.85 1.60
C -0.988 -0.692 -5.967 -2.64 0.18 0.41
H 0.867 -1.949 -5.766 -0.30 0.01 0.11
C -2.339 -0.936 -5.559 1.15 0.13 -0.30
C -2.383 -2.215 -4.915 0.13 1.24 -0.70
H -3.271 -2.699 -4.516 0.24 0.14 -0.07
H -0.763 -3.731 -4.533 -0.06 0.32 -0.08
H -0.632 0.184 -6.505 -0.12 -0.22 0.17
H -3.188 -0.279 -5.735 0.29 -0.20 0.09
C -0.115 0.745 4.367 -0.25 0.21 0.05
Si 1.250 -0.055 3.344 0.97 -0.39 0.39
C 2.883 0.890 3.531 -0.02 0.00 0.29
C 1.501 -1.794 3.987 0.03 -0.14 0.15
O 1.130 -0.123 1.730 -0.88 0.02 -1.24
H 0.172 0.776 5.430 0.13 -0.07 -0.29
H -1.060 0.187 4.340 0.14 0.02 -0.16
H -0.331 1.783 4.085 0.03 -0.10 -0.03
H 3.315 0.901 4.541 -0.20 -0.02 -0.10
H 3.628 0.423 2.873 -0.20 0.07 0.05
H 2.770 1.933 3.217 0.04 -0.03 -0.01
H 0.576 -2.382 3.995 0.09 0.09 -0.04
H 2.234 -2.333 3.373 -0.17 0.17 0.09
H 1.886 -1.759 5.014 -0.06 -0.05 -0.07
```
Positions in Å, forces in eV/Å.

Values from the calculation:
- Energy relative to the best compared isomer or geometry (same formula, charge and spin): 12.61 kcal/mol
- Multiplicity: 5


No. 7
Molecular formula: C13H19EuP2
Method: DFT, wB97M-V/def2-TZVPD

```
35
Properties=species:S:1:pos:R:3:forces:R:3
C -3.706 -0.345 0.741 0.81 0.86 1.70
C -4.538 -0.929 -0.148 -1.38 -0.45 0.02
C -4.319 -1.198 -1.517 -0.22 -1.27 -0.52
C -3.293 -0.781 -2.405 -0.82 -0.49 -1.67
C -2.135 -0.139 -2.146 1.41 0.67 0.51
Eu -2.003 -1.567 -0.280 0.26 0.56 0.09
P -1.186 -0.439 2.655 0.08 -0.14 -0.20
H -4.118 -0.139 1.753 -0.17 -0.24 -0.42
H -5.497 -1.369 0.150 -0.31 0.21 0.25
H -5.069 -1.864 -1.980 0.26 0.38 0.18
H -1.495 0.188 -2.991 -0.44 -0.23 0.02
H -3.517 -1.154 -3.418 -0.11 0.24 -0.24
H -0.213 -1.312 3.236 -0.02 0.22 0.39
H -2.140 -0.597 3.704 0.22 0.01 -0.29
H -0.615 0.756 3.188 -0.04 -0.28 -0.08
C 2.144 -0.071 -2.470 0.28 -0.22 0.01
P 0.853 -0.106 -1.145 -0.17 0.79 0.23
C 1.132 -1.813 -0.532 0.48 -0.62 0.08
C 1.816 0.855 0.112 0.17 -0.16 -0.24
C 2.274 0.304 1.315 0.07 0.34 0.09
C 2.957 1.099 2.239 -0.14 0.09 -0.29
C 3.199 2.444 1.959 -0.05 -0.23 0.10
C 2.757 2.999 0.760 -0.12 -0.16 -0.32
C 2.070 2.215 -0.166 0.16 -0.33 0.43
H 1.862 -0.779 -3.268 0.12 0.33 0.25
H 3.120 -0.357 -2.031 -0.29 0.12 -0.39
H 2.208 0.946 -2.890 -0.02 -0.47 0.13
H 2.224 -1.979 -0.494 -0.40 -0.27 0.16
H 0.711 -1.973 0.486 0.20 0.08 -0.60
H 0.684 -2.546 -1.239 0.24 0.46 0.39
H 2.114 -0.751 1.550 0.00 0.37 -0.09
H 3.293 0.655 3.172 0.01 0.12 -0.08
H 3.733 3.053 2.680 -0.04 0.00 -0.05
H 2.948 4.048 0.534 -0.02 -0.21 0.10
H 1.744 2.644 -1.118 -0.02 -0.10 0.36
```
Positions in Å, forces in eV/Å.

Values from the calculation:
- Total charge: -1
- Energy relative to the best compared isomer or geometry (same formula, charge and spin): 0.00 kcal/mol
- Multiplicity: 8


No. 8
Molecular formula: C13H19F9N2O5PS
Method: DFT, wB97M-V/def2-TZVPD

```
50
Properties=species:S:1:pos:R:3:forces:R:3
C 1.557 -0.476 2.561 -0.17 0.19 0.03
C 2.017 0.101 1.218 0.41 1.15 0.29
C 3.251 0.972 1.541 0.22 -0.88 0.29
C 0.880 0.998 0.657 0.44 -0.20 -0.38
C 0.576 0.889 -0.856 -0.21 -0.48 0.51
P 1.575 2.116 -1.843 -0.49 -0.02 -1.84
N 1.410 2.048 -3.369 -0.06 -0.21 0.58
O 3.090 1.855 -1.379 -0.50 0.08 0.65
O 1.251 3.582 -1.298 0.31 -0.32 0.39
S -1.161 1.362 -1.083 0.04 1.70 -0.85
O -1.412 2.569 -0.353 0.05 -0.50 0.69
O -1.530 1.371 -2.465 0.21 -0.76 -0.05
C -2.203 -0.011 -0.338 -0.32 0.05 -0.21
F -2.405 -0.933 -1.307 0.16 0.11 0.47
F -1.627 -0.572 0.739 -0.11 0.03 -0.21
C -3.588 0.545 0.081 -0.27 0.28 0.03
F -4.113 1.236 -0.949 0.24 -0.16 0.34
F -3.454 1.375 1.140 0.18 -0.28 -0.31
C -4.593 -0.599 0.474 -0.51 0.17 -0.25
F -3.975 -1.775 0.660 0.17 0.02 0.11
F -5.482 -0.749 -0.525 0.17 -0.02 0.09
C -5.412 -0.295 1.755 -0.28 -0.52 0.50
F -6.083 0.857 1.639 0.42 -0.52 0.19
F -4.613 -0.279 2.845 -0.68 0.12 -0.74
F -6.302 -1.304 1.898 0.50 0.73 0.09
C 0.791 -0.511 -1.495 0.83 0.59 0.44
C 1.489 -1.556 -0.616 0.10 -0.81 -0.98
C 2.260 -2.468 -1.599 0.00 0.12 0.18
C 0.502 -2.451 0.135 -0.31 0.21 -0.04
N 2.482 -0.930 0.272 -1.16 -0.40 0.55
O 3.312 -1.746 0.779 0.56 -0.02 -0.08
H 0.507 -0.738 2.580 -0.17 -0.28 -0.05
H 2.172 -1.307 2.873 0.14 -0.26 -0.07
H 1.685 0.308 3.299 -0.03 0.18 0.22
H 2.961 1.928 1.955 -0.10 0.31 -0.08
H 3.914 1.057 0.696 -0.01 0.33 -0.26
H 3.811 0.460 2.315 0.22 -0.08 0.14
H -0.004 0.841 1.257 -0.25 -0.09 -0.04
H 1.155 2.025 0.846 -0.02 0.29 0.20
H 0.720 1.377 -3.672 -0.14 0.16 -0.36
H 3.609 2.576 -1.753 0.45 0.00 -0.14
H 1.583 3.677 -0.398 -0.10 0.40 0.20
H -0.112 -0.926 -1.918 -0.27 -0.08 -0.02
H 1.455 -0.346 -2.333 0.05 0.02 -0.34
H 3.300 -2.176 -1.662 0.21 0.20 -0.06
H 2.237 -3.497 -1.277 0.06 -0.28 0.08
H 1.830 -2.407 -2.590 -0.18 -0.08 -0.23
H -0.319 -2.667 -0.540 -0.20 -0.11 -0.15
H 0.067 -1.999 1.014 0.06 0.03 0.17
H 0.937 -3.404 0.390 0.34 -0.12 0.30
```
Positions in Å, forces in eV/Å.

Values from the calculation:
- Multiplicity: 2
- Electronic energy: -2630.75780 Ha